22
Properties=species:S:1:pos:R:3:nbo_charge:R:1 method="wB97M-V/def2-TZVPD" spin_multiplicity=1 de_lowest_kj_mol=30.6 e_tot_ev=-12018.4081 gap_ev=10.34 lumo_energy_ev=0.66 smiles="CC(C)C[C@H](N)C(=O)O" max_force_ev_per_a=3.36
C -1.39937 -0.54855 1.32136 -0.608
C -1.18070 -0.54920 -0.22622 -0.220
C -2.44424 -0.14377 -0.90230 -0.601
C -0.01424 0.40727 -0.56405 -0.393
C 1.24687 0.30868 0.27552 -0.174
N 2.14000 1.40057 0.11845 -0.859
C 2.02360 -0.96042 -0.06914 0.776
O 1.49699 -2.00595 -0.20427 -0.582
O 3.33824 -0.78990 -0.31384 -0.686
H -0.58956 -0.94073 1.90636 0.208
H -1.65358 0.47855 1.70629 0.191
H -2.24033 -1.15109 1.51097 0.210
H -0.93733 -1.59652 -0.48173 0.231
H -3.19179 -0.89668 -0.74575 0.213
H -2.27015 -0.04383 -1.98787 0.207
H -2.84061 0.80745 -0.54070 0.199
H 0.27866 0.35169 -1.61677 0.208
H -0.34890 1.42069 -0.38926 0.198
H 1.00377 0.24191 1.32993 0.222
H 1.99682 1.91493 -0.78385 0.372
H 2.05625 2.12550 0.84644 0.381
H 3.52957 0.16938 -0.18955 0.507